Density functional theory data (the ωB97M-V functional and the def2-TZVPD basis) for one molecule with the formula C6H7I.

```
14
C6H7I (the ωB97M-V functional and the def2-TZVPD basis)
C -0.03 -0.22 -1.41
C -0.58 1.73 0.43
C 0.16 0.87 -0.47
C 0.12 -0.45 0.11
C -1.10 0.29 0.71
C 1.29 -1.23 0.67
I -2.97 -0.19 0.06
H -1.08 -0.53 -1.73
H 0.85 -0.61 -2.10
H 0.06 2.22 1.16
H -1.37 2.38 0.08
H 1.32 -0.89 1.66
H 2.28 -1.02 0.22
H 1.04 -2.37 0.61
```

Results
Frontier orbital gap, eV: 8.15
Charge: 0
E_HOMO, Ha: -0.2908
LUMO level, eV: 0.23
Energy above the lowest of the compared OMol25 structures with the same formula, charge and spin, kcal per mole: 101.44
SMILES string: C[C@]12C[C@@]13C[C@]23I
Largest force on an atom, eV/A: 3.4
Total energy, eV: -14430.31358